No. 1
DFT (ωB97M-V/def2-TZVPD) results for the molecule C3H4N2O in a non-equilibrium geometry.

```
10
Properties=species:S:1:pos:R:3
O -0.3577 1.2661 -0.7222
C -1.0909 0.1136 -0.4226
N -0.5324 -0.6516 0.5172
C 0.4856 -0.4178 1.3189
C 0.7430 1.1044 -1.3990
N 1.6873 1.1080 -2.0722
H -1.6334 -0.3468 -1.2299
H -0.9967 -1.5488 0.6303
H 0.9430 0.5562 1.3600
H 0.7520 -1.1834 2.0195
```

Output
ΔE to the lowest compared entry with this formula, charge and spin	95.4	kcal per mole
spin multiplicity	1
LUMO	0.53	eV
orbital gap	8.3	eV

Löwdin atomic charge list, values in e, 2 entries: 0.01, -0.18

---

No. 2
DFT (ωB97M-V/def2-TZVPD) results for the molecule CH3NOS2 in a non-equilibrium geometry.

```
8
Properties=species:S:1:pos:R:3
C 0.9825 -0.2527 0.1281
N -0.3953 0.1361 0.1918
O -2.8579 0.6600 -0.4307
S 2.9280 0.4615 0.2110
S -2.0879 -0.2891 0.4267
H 0.8981 -1.1545 0.7859
H 1.0808 -0.5015 -0.8637
H -0.5483 0.9402 -0.4492
```

Output
ΔE to the lowest compared entry with this formula, charge and spin	95.8	kcal per mole
spin multiplicity	1
LUMO (alpha / beta)	-1.17 / -2.34	eV
orbital gap (alpha / beta)	8.6 / 6.0	eV

Löwdin atomic charge list, values in e, 2 entries: -0.54, -0.38